Record 1
A cluster of 2 separate species, C3H10N2O2 in total in a non-equilibrium geometry, computed with ωB97M-V with the def2-TZVPD basis set.

Summary:
- energy (eV) = -10348.569
- LUMO energy (Ha) = 0.0258
- ΔE to the lowest compared entry with this formula, charge and spin (kcal/mol) = 21.2

CARTESIAN COORDINATES (ANGSTROEM)
C  0.14629  0.76121  -1.30830
C  0.54899  0.68004  0.15362
N  1.97102  0.93467  0.41863
C  0.15226  -0.68076  0.75694
N  0.91388  -1.76276  0.36039
O  -0.90050  -0.79825  1.35736
H  0.96237  0.34105  -1.92387
H  -0.72602  0.15790  -1.54902
H  0.08603  1.77178  -1.70019
H  -0.06029  1.40471  0.69803
H  2.52685  0.10933  0.57845
H  2.08332  1.64373  1.12584
H  0.40268  -2.57414  0.70262
H  1.26154  -1.76516  -0.59137
O  -3.42677  -0.26321  0.15598
H  -2.50266  -0.56334  0.20802
H  -3.43900  0.60321  0.55687

***

Record 2
A structure of composition C26H37Cl3GeN3OReSi3, computed with ωB97M-V with the def2-TZVPD basis set.

Summary:
- charge = +2
- energy (eV) = -153916.492
- spin multiplicity = 3
- LUMO energy (alpha / beta) (Ha) = -0.2746 / -0.2917
- ΔE to the lowest compared entry with this formula, charge and spin (kcal/mol) = 18.8

CARTESIAN COORDINATES (ANGSTROEM)
Re  -0.26264  0.87062  0.54244
N  8.19490  -4.89745  0.04476
C  7.24498  -4.25818  -0.03564
C  6.05504  -3.45771  -0.13205
C  5.07348  -3.78964  -1.06531
C  3.92146  -3.03080  -1.14619
C  3.75390  -1.92184  -0.31378
C  4.74636  -1.58871  0.60904
C  5.89106  -2.36046  0.70830
C  2.53716  -1.08201  -0.39725
C  2.67105  0.25732  -0.59926
C  3.85089  0.93039  -1.05927
C  3.51993  2.23260  -1.27351
C  2.15836  2.35860  -0.91140
N  1.62082  1.21450  -0.50547
C  1.27071  -1.74242  -0.23961
C  1.07817  -3.01076  0.20682
C  -0.32535  -3.25822  0.27720
C  -0.94329  -2.13124  -0.11373
N  -0.00766  -1.11304  -0.50089
H  5.22026  -4.63761  -1.71971
H  3.16330  -3.28751  -1.87489
H  4.61254  -0.73703  1.26384
H  6.65663  -2.11710  1.43178
H  4.79628  0.44852  -1.24804
H  4.14102  3.02817  -1.65018
H  1.57311  3.26125  -0.96156
H  1.86112  -3.69301  0.49625
H  -0.80511  -4.17050  0.59392
H  -1.99256  -1.90783  -0.16124
C  -3.36977  4.71906  -0.68598
O  -2.87205  3.40079  -0.40924
Si  -3.65809  2.15535  0.27917
C  -4.61964  1.10837  -0.90412
C  -4.65929  2.61465  1.76193
C  -2.00876  1.14128  0.64109
Si  -0.41672  -0.85677  -2.35527
C  -0.26346  0.91775  -2.88769
C  0.76257  -1.96297  -3.25832
C  -2.19064  -1.36119  -2.58019
Si  -1.76672  0.08683  2.57013
C  -0.06267  -0.73899  2.77223
C  -2.03977  1.22068  3.99518
C  -3.21613  -1.06098  2.38648
H  -3.62889  5.22876  0.24223
H  -4.24047  4.67121  -1.34037
H  -2.57592  5.26793  -1.18393
H  -5.52357  1.63888  -1.21378
H  -4.94226  0.17421  -0.43674
H  -4.05287  0.87734  -1.80577
H  -5.43153  3.30165  1.39838
H  -4.10035  3.14453  2.52757
H  -5.18802  1.77022  2.20590
H  0.73136  1.34528  -2.80716
H  -0.98483  1.58606  -2.40731
H  -0.52126  0.90090  -3.95241
H  1.80147  -1.64248  -3.17317
H  0.49486  -1.90680  -4.31787
H  0.67868  -3.00962  -2.96191
H  -2.47137  -1.03660  -3.58651
H  -2.88552  -0.88302  -1.89060
H  -2.32988  -2.44088  -2.52599
H  0.82322  -0.08609  2.71338
H  0.09586  -1.64561  2.19322
H  -0.07918  -1.01771  3.83567
H  -1.16036  1.80412  4.26428
H  -2.29050  0.57647  4.84467
H  -2.87105  1.90181  3.84140
H  -3.16426  -1.76268  1.55836
H  -4.13285  -0.47696  2.29336
H  -3.31138  -1.64640  3.30507
Cl  1.72443  3.14619  2.63170
Ge  -0.06464  3.30798  1.43443
Cl  -1.52323  4.22283  2.70717
Cl  0.22952  4.89569  0.01593

***

Record 3
A structure of composition C13H12N2O4Re, computed with ωB97M-V with the def2-TZVPD basis set.

Summary:
- energy (eV) = -26975.914
- spin multiplicity = 4
- LUMO energy (alpha / beta) (Ha) = -0.0321 / -0.0370

CARTESIAN COORDINATES (ANGSTROEM)
Re  1.14315  1.30268  -1.33275
O  4.00812  -1.35745  -0.09697
C  2.98820  -0.77857  -0.38805
O  2.90128  0.33778  -1.05010
C  1.64703  -1.35889  0.04178
C  1.61121  -2.59994  0.70054
C  0.40213  -3.09868  1.07993
C  -0.77822  -2.37446  0.79605
C  -2.06160  -2.84608  1.15781
C  -3.17453  -2.11812  0.85224
C  -3.05318  -0.89282  0.16332
C  -1.82863  -0.40809  -0.20136
C  -0.66373  -1.13879  0.12085
N  0.57074  -0.64973  -0.22831
H  2.54771  -3.10591  0.88154
H  0.32715  -4.04935  1.59400
H  -2.14104  -3.79321  1.67680
H  -4.15540  -2.47998  1.13003
H  -3.94212  -0.32841  -0.08484
H  -1.74107  0.52270  -0.74508
N  1.17895  2.29264  0.79531
C  0.19037  3.39083  0.76608
C  -0.93665  3.09603  -0.22901
O  -2.03662  3.56261  -0.06194
O  -0.59127  2.34383  -1.24788
H  0.94224  1.61364  1.51196
H  2.10913  2.63256  1.01133
H  0.69055  4.29743  0.42415
H  -0.24272  3.59141  1.74373
C  1.31517  1.42497  -3.20237
H  2.20933  1.08827  -3.73005
H  0.56432  1.88109  -3.84873

***

Record 4
A cluster of 2 separate species, C9H14O in total in a non-equilibrium geometry, computed with ωB97M-V with the def2-TZVPD basis set.

Summary:
- charge = +1
- energy (eV) = -11598.580
- spin multiplicity = 2
- LUMO energy (alpha / beta) (Ha) = -0.1413 / -0.2698
- ΔE to the lowest compared entry with this formula, charge and spin (kcal/mol) = 22.8

CARTESIAN COORDINATES (ANGSTROEM)
C  2.80335  2.50820  -2.43290
C  1.62067  1.58804  -2.14202
H  2.46116  3.12191  -3.27263
H  3.16951  3.07333  -1.57987
H  3.68230  2.04808  -2.87694
H  1.48608  0.88603  -2.95572
H  1.82606  0.96596  -1.27415
H  0.73066  2.15533  -1.87475
C  -2.30435  -0.99350  3.28409
C  0.23869  -0.04379  0.65729
C  -0.26871  -0.85438  -0.39626
C  -0.21831  -0.40486  1.89335
C  -1.44255  -1.08153  2.08838
C  -1.26830  -1.86222  -0.21190
C  -1.90393  -1.87657  0.97315
O  0.27409  -0.72115  -1.58927
H  1.09959  0.58116  0.50690
H  0.27087  0.12388  2.70340
H  -1.47986  -2.39471  -1.13114
H  -0.32438  -1.16620  -2.20716
H  -1.94245  -1.87430  3.84627
H  -3.31222  -1.28303  2.98665
H  -2.81280  -2.43176  1.17099
H  -2.38517  -0.06390  3.83427

***

Record 5
A cluster of 3 separate species, C6H18BrO3P in total in a non-equilibrium geometry, computed with ωB97M-V with the def2-TZVPD basis set.

Summary:
- energy (eV) = -91987.691
- LUMO energy (Ha) = 0.0020

CARTESIAN COORDINATES (ANGSTROEM)
C  4.11552  -2.00859  -0.28134
C  3.45050  -0.81711  -0.95195
C  2.48025  -0.12162  -0.01041
O  2.74893  -1.25862  -2.11130
H  3.37170  -2.75550  0.01788
H  4.80178  -2.50678  -0.97462
H  4.67691  -1.69968  0.60583
H  4.21567  -0.10653  -1.28276
H  1.67837  -0.80160  0.29845
H  1.99992  0.72637  -0.51043
H  2.99250  0.24396  0.88491
H  2.06739  -1.89008  -1.82723
C  -1.70697  0.71998  2.17625
C  -2.32929  2.01412  1.67675
C  -3.82629  1.86137  1.45942
O  -1.71030  2.39317  0.45021
H  -1.84208  -0.08685  1.44724
H  -0.62740  0.84114  2.31641
H  -2.15101  0.40966  3.12714
H  -2.14215  2.81555  2.39964
H  -4.03662  1.09501  0.70495
H  -4.25864  2.79683  1.08819
H  -4.33400  1.58533  2.38876
H  -1.87124  1.68735  -0.19775
O  -1.71522  -2.14915  -1.83417
P  -1.05759  -0.56939  -2.17848
Br  -2.64258  0.73176  -3.16705
H  -2.35801  -2.45489  -2.54318
H  0.00997  -0.69522  -3.17135